A cluster of 10 separate species, C60H84BF10INO13PS in total in a non-equilibrium geometry. Source: the OMol25 dataset; level of theory: ωB97M-V with the def2-TZVPD basis set.

Properties
M (g mol⁻¹): 1418.1
HOMO (eV): -7.7
E (Eh): -5430.14317
SMILES: COCCCCc1cc([PH2]=S)c(I)c2c1C(=O)c1c(Cc3cccc(C)c3)c(F)c(C(F)(F)C(F)(F)C(F)(F)C(F)(F)F)c(B(O)N(C)C)c1C2=O.CC(C)=O.CC(C)=O.CC(C)=O.CC(C)=O.CC(C)=O.CC(C)=O.CC(C)=O.CC(C)=O.CC(C)=O

Geometry as XYZ:
```
172
Properties=species:S:1:pos:R:3:forces:R:3
C -3.261 -1.670 0.663 0.72 0.44 0.02
O -3.972 -0.779 -0.230 0.81 -1.09 -0.23
C -4.435 -1.522 -1.368 -1.74 -0.36 -1.00
C -4.307 -0.758 -2.732 0.68 1.22 0.74
C -2.811 -0.339 -3.085 -0.39 0.05 -0.05
C -1.833 -1.574 -3.182 0.09 0.09 -0.25
C -0.399 -1.192 -3.662 1.55 0.63 -0.01
C 0.179 -1.583 -4.954 1.06 1.44 1.56
C 1.527 -1.128 -5.313 0.35 0.12 1.33
P 2.124 -1.672 -7.015 -1.80 0.66 -0.25
S 0.923 -0.898 -8.359 0.35 -0.09 0.06
C 2.365 -0.277 -4.433 -2.29 -0.92 0.86
I 4.346 0.385 -4.963 -1.08 -0.35 0.17
C 1.796 0.116 -3.151 -1.62 -0.69 -0.75
C 0.435 -0.359 -2.791 0.83 0.12 -0.93
C -0.089 0.117 -1.384 0.82 0.81 -0.99
O -0.628 -0.613 -0.594 0.32 0.39 -0.28
C 0.229 1.632 -1.106 0.92 1.95 -0.01
C -0.725 2.566 -0.542 1.18 -0.36 -0.21
C -2.146 2.073 -0.141 -0.35 1.15 0.32
C -2.535 2.351 1.349 -0.95 0.23 1.85
C -3.950 2.118 1.703 0.88 0.46 0.92
C -4.499 2.360 3.033 2.96 0.61 -0.81
C -3.577 2.875 4.056 0.30 -0.67 -2.25
C -2.158 3.082 3.722 -0.57 -0.20 -0.26
C -1.263 3.635 4.898 -1.52 0.05 -0.73
C -1.611 2.830 2.380 -2.75 -0.59 0.33
C -0.341 3.988 -0.367 0.83 -1.14 -0.53
F -1.320 4.760 0.199 1.49 -0.67 -0.97
C 0.977 4.519 -0.743 -1.32 -2.47 -0.46
C 1.344 6.017 -0.516 -1.19 -0.16 0.42
F 0.209 6.808 -0.331 1.36 -1.11 -0.51
F 1.998 6.605 -1.578 -0.04 -1.03 1.10
C 2.122 6.110 0.881 -0.04 -0.61 1.03
F 2.753 4.934 1.240 -0.69 1.38 -0.73
F 1.122 6.276 1.835 1.49 0.19 -1.09
C 3.192 7.251 0.989 0.37 1.88 -0.46
F 4.194 7.156 0.041 -1.71 -0.19 1.09
F 2.572 8.477 0.767 0.39 -1.61 0.24
C 3.934 7.366 2.391 2.03 -0.70 1.23
F 3.400 6.618 3.393 0.14 0.94 -1.31
F 4.065 8.643 2.846 -0.64 -1.42 -0.89
F 5.225 6.893 2.212 -1.70 0.58 0.27
C 1.941 3.532 -1.305 -0.91 -0.72 0.60
B 3.440 3.935 -1.779 0.19 -0.10 -0.68
O 3.684 3.806 -3.189 -0.58 0.90 1.27
N 4.529 4.359 -0.885 0.51 -1.07 -2.12
C 5.498 5.165 -1.714 0.34 0.47 1.04
C 5.320 3.117 -0.523 0.32 0.61 1.41
C 1.585 2.124 -1.486 -1.97 0.99 0.66
C 2.512 1.050 -2.103 -0.88 -0.48 -0.75
O 3.664 0.840 -1.813 -0.52 0.63 0.07
H -2.728 -1.048 1.438 -0.78 -0.52 -0.72
H -3.938 -2.417 1.152 0.44 0.62 -0.45
H -2.457 -2.183 0.067 -0.75 0.20 0.67
H -5.543 -1.750 -1.177 1.85 0.47 -0.58
H -3.930 -2.520 -1.490 -0.23 0.86 0.42
H -4.851 0.227 -2.606 0.32 -1.06 -0.29
H -4.803 -1.334 -3.555 0.48 0.33 0.73
H -2.788 0.258 -4.045 -0.09 -0.76 0.86
H -2.524 0.394 -2.280 0.01 -0.87 -0.78
H -1.759 -2.079 -2.177 -0.01 0.57 -1.09
H -2.251 -2.348 -3.876 0.37 1.01 0.59
H -0.423 -2.196 -5.672 0.71 0.66 0.74
H 1.979 -3.096 -7.070 0.62 0.51 0.49
H 3.480 -1.313 -7.234 -0.32 -0.48 0.57
H -2.351 0.997 -0.358 0.54 0.92 0.16
H -2.879 2.663 -0.771 0.71 -0.58 0.61
H -4.643 1.736 0.909 0.84 0.36 0.77
H -5.581 2.166 3.199 1.03 0.24 0.09
H -3.970 3.105 5.079 0.63 -0.25 -1.01
H -1.685 3.171 5.829 0.84 0.48 -0.84
H -0.180 3.410 4.750 -0.93 0.25 0.24
H -1.479 4.741 4.958 0.61 -0.97 -0.08
H -0.533 3.001 2.129 -1.11 -0.15 0.49
H 3.356 4.596 -3.653 0.04 -0.59 -0.08
H 6.030 4.542 -2.479 -0.68 0.65 0.41
H 6.296 5.524 -1.002 -0.88 -0.14 -0.82
H 4.946 6.041 -2.140 0.68 -0.74 0.12
H 5.739 2.616 -1.435 -0.62 0.12 0.76
H 4.733 2.441 0.148 0.35 0.40 -0.88
H 6.205 3.485 0.067 -0.98 -0.49 -0.54
C 0.836 -0.341 6.706 -0.31 0.15 -0.26
C -0.306 0.552 7.112 -0.03 0.00 -0.28
O -0.967 1.136 6.281 0.04 -0.28 0.31
C -0.600 0.698 8.584 -0.28 0.24 -0.01
H 0.920 -0.341 5.620 -0.11 0.00 0.47
H 1.770 0.032 7.131 0.00 -0.16 0.11
H 0.649 -1.363 7.045 0.14 0.04 0.18
H 0.267 1.120 9.097 0.03 -0.20 0.08
H -0.854 -0.274 9.012 0.19 0.01 0.08
H -1.446 1.371 8.718 0.06 -0.07 -0.04
C -8.569 -3.812 -1.290 0.08 0.34 0.01
C -7.210 -4.159 -0.740 0.22 0.23 0.10
O -6.413 -3.296 -0.437 -0.59 -0.71 0.27
C -6.879 -5.621 -0.581 0.32 0.06 0.09
H -8.669 -2.728 -1.350 0.03 -0.08 0.02
H -8.683 -4.231 -2.292 -0.13 -0.14 0.09
H -9.347 -4.200 -0.630 -0.03 -0.14 -0.15
H -6.919 -6.119 -1.551 -0.17 -0.08 0.07
H -7.583 -6.088 0.111 -0.08 -0.08 -0.17
H -5.872 -5.721 -0.176 -0.08 0.04 -0.03
C -2.363 -6.713 -3.453 -0.14 0.47 -0.11
C -1.639 -5.460 -3.034 -0.15 0.10 -0.13
O -1.944 -4.373 -3.482 0.19 -0.64 0.10
C -0.520 -5.606 -2.035 0.09 0.42 -0.01
H -3.139 -6.460 -4.172 0.10 -0.06 0.07
H -1.664 -7.406 -3.924 -0.05 -0.11 0.15
H -2.830 -7.180 -2.584 0.14 -0.16 -0.03
H 0.261 -6.251 -2.443 -0.08 -0.14 0.13
H -0.905 -6.025 -1.104 0.09 -0.17 -0.06
H -0.091 -4.625 -1.826 -0.04 -0.06 -0.02
C 3.680 0.100 2.438 -0.02 0.22 0.29
C 2.602 -0.768 3.032 -0.15 0.09 0.27
O 2.124 -0.525 4.121 0.46 -0.12 -0.71
C 2.139 -1.950 2.220 -0.23 -0.09 0.23
H 3.913 0.910 3.129 -0.04 -0.06 -0.04
H 4.583 -0.490 2.271 -0.06 0.01 -0.22
H 3.333 0.531 1.496 0.13 -0.14 -0.11
H 2.974 -2.630 2.044 0.00 0.08 -0.20
H 1.724 -1.609 1.269 0.15 -0.07 -0.08
H 1.362 -2.483 2.769 0.05 0.07 -0.03
C -3.559 5.849 8.495 -0.17 0.04 -0.27
C -3.723 4.350 8.509 -0.21 -0.18 -0.32
O -4.359 3.778 7.652 0.12 0.10 0.18
C -3.063 3.592 9.634 -0.12 -0.27 -0.10
H -4.084 6.261 7.633 0.04 -0.07 0.06
H -3.985 6.278 9.404 0.20 0.03 0.06
H -2.501 6.106 8.417 -0.02 0.05 0.19
H -3.468 3.922 10.593 0.19 0.10 0.02
H -1.983 3.751 9.605 -0.03 0.12 0.17
H -3.264 2.527 9.517 -0.03 0.10 -0.01
C 7.472 12.211 4.844 -0.01 0.23 0.25
C 6.381 11.332 5.404 -0.19 0.04 0.34
O 5.833 11.599 6.451 0.12 -0.03 -0.19
C 6.002 10.110 4.609 -0.18 -0.02 0.27
H 7.640 13.051 5.519 -0.04 -0.08 -0.04
H 8.399 11.642 4.755 -0.04 0.01 -0.21
H 7.173 12.599 3.869 0.14 -0.14 -0.07
H 6.865 9.448 4.509 0.00 0.06 -0.21
H 5.639 10.405 3.623 0.20 -0.07 -0.05
H 5.208 9.573 5.128 0.06 0.07 -0.03
C -4.860 -10.566 -4.884 -0.24 0.50 0.43
C -3.998 -9.539 -5.570 -0.06 0.27 0.11
O -3.998 -8.377 -5.218 -0.07 -0.32 -0.16
C -3.136 -10.010 -6.712 0.20 0.41 -0.07
H -5.425 -10.085 -4.084 0.07 0.07 -0.08
H -5.561 -10.999 -5.597 0.18 -0.21 0.03
H -4.234 -11.346 -4.451 -0.10 -0.11 -0.21
H -3.762 -10.419 -7.506 0.08 -0.23 0.10
H -2.434 -10.767 -6.360 -0.18 -0.17 -0.12
H -2.572 -9.165 -7.110 -0.08 -0.02 0.06
C -5.396 -14.911 -6.579 -0.17 0.31 -0.04
C -4.134 -14.171 -6.218 0.02 0.30 0.00
O -4.106 -12.959 -6.166 0.08 -0.53 -0.19
C -2.908 -14.997 -5.926 0.17 0.29 0.08
H -6.196 -14.193 -6.763 0.08 -0.04 0.02
H -5.238 -15.498 -7.485 0.00 -0.16 0.13
H -5.693 -15.563 -5.755 0.07 -0.15 -0.13
H -2.640 -15.588 -6.804 -0.08 -0.16 0.11
H -3.096 -15.653 -5.074 0.00 -0.15 -0.15
H -2.077 -14.335 -5.682 -0.08 -0.04 -0.02
C 9.241 3.566 -2.991 -0.22 0.27 0.01
C 8.841 3.162 -1.596 -0.18 0.20 0.21
O 8.075 3.836 -0.940 0.72 -0.13 -0.17
C 9.430 1.888 -1.048 -0.18 0.03 0.29
H 8.743 4.500 -3.254 0.03 -0.07 0.04
H 10.321 3.720 -3.039 0.00 -0.18 -0.10
H 8.939 2.796 -3.703 0.20 -0.04 -0.01
H 10.518 1.967 -1.010 -0.01 -0.13 -0.16
H 9.136 1.043 -1.675 0.19 0.00 -0.06
H 9.056 1.722 -0.038 0.01 0.04 -0.08
```
Positions in Å, forces in eV/Å.

Results of the Mulliken charge analysis, in e, for atoms 1 through 5:
1. C -0.53
2. O -0.18
3. C -0.45
4. C -1.14
5. C 0.28

---

An isolated molecule of C4H8O. Source: the OMol25 dataset; level of theory: ωB97M-V with the def2-TZVPD basis set.

Properties
M (g mol⁻¹): 72.1
ΔE to the lowest compared entry with this formula, charge and spin (eV): 1.046
HOMO (eV): -9.6
E (Eh): -232.40719
SMILES: C[C@H]1CCO1

Geometry as XYZ:
```
13
Properties=species:S:1:pos:R:3:forces:R:3
C 1.692 -0.281 -0.022 0.01 0.00 0.01
C 0.352 0.284 -0.430 0.24 -0.16 -0.20
C -0.898 -0.593 -0.240 -0.02 -0.12 -0.01
C -1.428 0.611 0.547 -0.37 -0.03 0.10
O -0.144 1.251 0.517 0.04 0.15 0.07
H 2.460 0.500 -0.020 -0.11 -0.09 -0.02
H 1.626 -0.699 0.988 0.02 0.03 -0.14
H 2.002 -1.072 -0.715 -0.04 0.11 0.09
H 0.406 0.736 -1.432 0.00 -0.08 0.13
H -1.448 -0.890 -1.136 0.10 0.09 0.13
H -0.711 -1.474 0.382 -0.01 0.14 -0.09
H -1.773 0.429 1.570 0.05 0.04 -0.16
H -2.182 1.201 0.009 0.09 -0.07 0.08
```
Positions in Å, forces in eV/Å.

Results of the Mulliken charge analysis, in e, for atoms 1 through 5:
1. C -1.32
2. C 0.42
3. C -0.59
4. C -0.29
5. O -0.43

---

A structure of composition C31H51AsF9O30 in a non-equilibrium geometry. Source: the OMol25 dataset; level of theory: ωB97M-V with the def2-TZVPD basis set.

Properties
M (g mol⁻¹): 1149.6
Net charge: -1
HOMO (eV): -9.2
E (Eh): -6603.71766

Geometry as XYZ:
```
122
Properties=species:S:1:pos:R:3:forces:R:3
As -0.474 -0.881 -0.174 1.26 -0.02 -0.02
F -0.198 0.192 1.269 -0.83 -0.83 -1.48
F -1.758 0.171 -0.863 1.08 -1.03 0.87
F -0.538 -1.965 -1.644 0.01 1.14 1.73
F 0.761 -1.964 0.627 -0.81 1.07 -1.39
F -1.653 -1.871 0.660 0.13 0.75 -0.50
F 0.734 0.124 -1.047 -0.80 -1.06 0.79
C 4.946 5.081 0.775 0.47 0.10 1.79
C 4.372 5.767 2.003 -3.44 0.10 -1.59
O 3.888 6.992 1.506 -0.60 0.55 -2.44
C 3.739 6.915 0.114 0.04 2.15 0.14
O 3.244 7.830 -0.539 1.55 -3.53 1.61
O 4.342 5.736 -0.309 -1.07 1.30 -0.60
F 5.211 6.070 2.927 2.64 0.13 2.27
H 4.785 4.004 0.832 -0.15 0.15 -0.63
H 6.005 5.315 0.888 0.31 -0.17 -0.76
H 3.473 5.336 2.444 0.24 -0.81 0.19
C -9.322 0.174 -2.447 1.48 0.63 0.57
C -10.273 1.203 -2.985 0.54 -0.10 0.46
O -10.883 0.581 -4.074 -0.85 -0.55 0.29
C -10.715 -0.752 -3.908 -2.74 -2.24 -1.91
O -11.329 -1.615 -4.524 1.71 2.14 1.21
O -9.882 -0.982 -2.920 -0.32 -2.89 0.63
F -9.599 2.199 -3.497 1.31 2.64 -0.71
H -9.182 0.226 -1.367 -0.51 -0.41 0.04
H -8.314 0.176 -2.861 0.06 0.90 -0.22
H -10.926 1.594 -2.205 -0.67 -0.11 -0.35
C 5.315 -5.567 -3.688 -0.76 0.34 0.44
C 6.032 -4.260 -3.575 0.73 -1.39 -1.31
O 7.370 -4.681 -3.934 0.48 1.18 -0.38
C 7.231 -5.697 -4.787 4.66 -1.46 -2.05
O 8.082 -6.252 -5.489 -1.54 2.03 1.91
O 6.029 -6.107 -4.757 -3.72 -2.51 -1.38
F 6.117 -3.837 -2.365 -0.18 1.57 2.63
H 4.257 -5.430 -3.913 0.13 -0.33 -0.14
H 5.466 -6.202 -2.815 -0.13 0.17 0.20
H 5.635 -3.533 -4.283 0.30 0.41 0.10
C 11.308 1.134 -1.497 0.78 -0.49 -1.92
O 10.282 1.917 -2.141 -0.32 -0.20 0.47
C 9.776 1.513 -3.344 4.11 -2.41 0.30
O 10.333 0.665 -4.070 -1.91 2.06 1.71
O 8.708 2.206 -3.532 -0.19 0.34 -1.21
C 7.857 1.738 -4.571 -2.69 0.23 0.54
H 12.150 1.076 -2.187 0.26 0.26 -0.01
H 11.048 0.078 -1.420 -0.57 0.17 0.51
H 11.681 1.582 -0.575 -0.78 0.16 -0.10
H 7.099 1.218 -3.984 -0.17 -0.59 -0.39
H 8.164 1.100 -5.399 0.98 0.34 0.45
H 7.285 2.601 -4.913 0.50 0.14 -0.35
C -7.544 -0.226 5.432 0.39 0.34 0.50
O -8.859 0.307 5.442 -1.13 -0.36 -0.83
C -9.684 0.193 6.494 1.71 -0.29 0.66
O -9.276 -0.080 7.623 -1.80 0.36 -1.79
O -10.914 0.475 6.010 0.36 -0.04 1.64
C -12.043 0.247 6.921 1.17 0.02 -0.37
H -7.433 -1.302 5.300 -0.82 -0.21 0.21
H -7.089 0.045 6.385 0.52 0.10 -0.33
H -7.099 0.193 4.530 0.26 0.35 0.46
H -11.799 0.422 7.969 0.35 0.06 -0.14
H -12.240 -0.815 6.780 -0.84 0.26 0.12
H -12.791 0.980 6.617 -0.18 -0.59 -0.14
C 7.289 2.579 9.274 0.13 -0.71 0.30
O 7.201 2.148 7.914 -0.72 3.21 -0.89
C 7.536 0.997 7.454 0.02 -3.36 1.28
O 8.060 0.123 8.132 -0.03 0.77 -1.01
O 7.045 0.814 6.202 0.12 1.93 1.44
C 7.225 -0.411 5.599 0.73 -2.21 -0.80
H 8.291 2.853 9.605 0.29 -0.66 -0.30
H 6.860 1.767 9.861 0.21 0.27 0.39
H 6.743 3.512 9.413 -0.47 -0.33 -0.58
H 8.084 -0.394 4.928 -0.13 0.28 -0.33
H 6.325 -0.714 5.065 0.01 0.45 -0.11
H 7.462 -1.245 6.259 -0.16 0.35 0.60
C -4.993 -10.855 -9.460 -0.41 -1.45 1.05
O -5.185 -9.575 -8.844 0.98 0.38 -0.27
C -4.368 -9.134 -7.843 0.57 1.14 -0.04
O -3.669 -9.741 -7.069 -0.81 -0.20 -0.91
O -4.447 -7.770 -7.868 -1.17 -1.02 -0.94
C -3.754 -7.018 -6.911 1.02 -0.65 1.73
H -4.715 -11.577 -8.694 -0.24 -0.06 0.16
H -4.281 -11.066 -10.258 0.62 1.48 -0.03
H -5.938 -11.157 -9.913 -0.21 0.29 0.42
H -2.790 -7.489 -6.716 0.50 0.46 -0.61
H -4.151 -7.098 -5.899 -0.88 0.03 -0.09
H -3.715 -5.959 -7.165 0.04 -0.40 -0.46
C 1.166 -2.651 8.110 0.15 0.38 -0.48
O 1.260 -2.537 9.518 -0.71 0.16 1.58
C 0.458 -1.675 10.182 -0.74 2.16 -1.59
O -0.244 -0.791 9.651 1.67 -2.68 1.71
O 0.664 -1.885 11.500 0.07 -0.27 0.00
C -0.111 -1.204 12.475 -1.47 0.95 0.23
H 1.685 -3.573 7.849 -0.20 0.02 0.11
H 1.709 -1.824 7.652 -0.21 0.07 -0.12
H 0.131 -2.667 7.769 0.09 0.03 0.04
H -0.818 -1.826 13.024 0.03 -0.83 -0.62
H -0.725 -0.426 12.020 0.20 0.04 -0.22
H 0.412 -0.749 13.316 1.09 -0.03 -0.65
C 1.566 3.388 -12.473 1.33 -0.13 -0.84
O 1.326 2.430 -11.420 0.45 0.17 -0.54
C 2.143 1.338 -11.275 0.38 0.27 -1.92
O 3.123 1.040 -11.962 -2.14 0.81 1.77
O 1.558 0.634 -10.306 -0.44 1.71 0.04
C 2.076 -0.592 -9.961 1.64 -1.85 -0.42
H 2.618 3.418 -12.757 0.26 -0.03 0.55
H 1.263 4.409 -12.243 -0.17 -0.40 0.85
H 1.125 3.184 -13.449 -0.74 -0.78 0.34
H 2.182 -0.763 -8.890 -0.53 0.46 0.02
H 3.083 -0.672 -10.371 0.08 -0.17 -0.05
H 1.481 -1.377 -10.426 -0.11 -0.07 0.21
C -4.286 5.834 4.614 0.88 -0.01 0.57
C -4.766 6.682 3.457 -0.53 -1.26 0.43
C -4.721 6.026 2.049 1.68 0.68 0.64
O -6.047 5.997 1.623 -1.14 -0.03 -0.29
C -6.871 6.434 2.611 -1.28 -0.52 -0.20
O -8.071 6.467 2.581 1.03 -0.04 -0.50
O -6.165 6.755 3.678 -0.48 1.20 0.60
H -4.893 4.968 4.879 -0.14 -0.23 -0.95
H -4.352 6.373 5.560 0.36 0.51 -0.14
H -3.255 5.525 4.442 0.07 -0.08 0.21
H -4.343 7.686 3.507 0.02 -0.03 -0.20
H -4.256 5.041 2.089 -0.36 -0.20 -0.04
H -4.126 6.634 1.369 -0.10 -0.02 -0.13
```
Positions in Å, forces in eV/Å.

Results of the Mulliken charge analysis, in e, for atoms 1 through 5:
1. As 1.98
2. F -0.51
3. F -0.49
4. F -0.51
5. F -0.51